Entry 1:
One molecule with the formula C5H6N4 in a non-equilibrium geometry. Source: OMol25; level of theory: ωB97M-V/def2-TZVPD.

The geometry in XYZ format:
```
15
Properties=species:S:1:pos:R:3:forces:R:3
C 3.788691 -0.186515 -0.179559 -2.497 3.828 0.641
C 4.767923 -1.005128 -0.266089 3.611 -1.746 -0.489
C -3.421018 1.121020 0.024677 -0.835 0.732 1.090
C -2.179054 1.123036 -0.510926 -1.278 -0.681 1.339
C -0.961683 1.064057 0.295540 2.384 1.312 -0.299
N 1.178027 1.993050 0.269813 3.382 2.478 2.258
N 3.046412 0.777403 -0.055274 2.104 -5.881 -1.942
N 2.406382 1.799828 0.175622 -1.423 3.712 1.687
N 0.164914 1.504002 -0.202512 -4.760 -3.232 -2.927
H 4.676469 -2.063683 -0.502442 -0.349 0.312 0.101
H 5.866285 -0.665313 -0.232302 -1.996 -0.201 0.158
H -4.321455 1.297751 -0.544567 0.286 -0.255 -1.036
H -3.858691 1.161098 1.081221 1.953 -0.365 -0.982
H -2.095408 1.151745 -1.587500 0.251 0.169 -0.037
H -0.904574 0.875044 1.354904 -0.834 -0.183 0.441
```
Forces are in eV/Å.

Computed properties:
LUMO energy   -0.024 eV
E_tot   -11234.8241 eV
Multiplicity   1
ΔE to the lowest compared entry with this formula, charge and spin   157.8 kcal/mol
SMILES   C=C=N/N=N\N=C\C=C

Results of the Mulliken charge analysis, in e, for atoms 1 through 4: number 1, C, carries 0.72; number 2, C, carries -1.00; number 3, C, carries -0.74; number 4, C, carries 0.03

***

Entry 2:
One molecule with the formula C5H6N4O4S in a non-equilibrium geometry. Source: OMol25; level of theory: ωB97M-V/def2-TZVPD.

The geometry in XYZ format:
```
20
Properties=species:S:1:pos:R:3:forces:R:3
C -1.570563 -0.874512 0.853240 2.075 0.283 -2.870
C -1.207183 1.195704 2.127311 -0.292 -0.526 0.077
C 1.126360 -1.603168 -2.019829 0.323 -0.193 -0.112
C 1.514842 -0.080779 -0.281140 0.429 0.268 0.314
C 0.069478 -0.030023 -0.705287 -2.211 -0.750 1.555
N -1.777544 -0.070895 1.890339 -0.709 0.097 1.242
N 2.027481 -1.144868 -1.109281 0.109 0.021 0.190
N -0.045666 -0.885897 -1.781545 -0.420 0.724 0.357
N -0.543487 1.744547 1.082551 0.271 0.138 -0.834
O -1.991658 -1.945209 0.547885 -0.011 0.501 0.454
O -1.316256 1.698544 3.215301 0.042 0.156 0.149
O 1.285417 -2.440580 -2.865398 -0.072 -0.206 -0.222
O 0.052128 2.569973 -1.183204 0.335 0.916 -0.471
S -0.816205 1.538474 -0.654208 0.301 -1.256 0.846
H 1.998809 0.882583 -0.503633 -0.122 -0.105 0.043
H 1.655620 -0.295744 0.783227 -0.180 0.093 -0.148
H -2.361926 -0.385074 2.671637 0.197 0.020 -0.290
H 2.988659 -1.435699 -1.111851 -0.097 -0.053 -0.115
H -0.914767 -1.104398 -2.239040 0.066 -0.148 -0.038
H -0.173538 2.667022 1.282924 -0.034 0.020 -0.129
```
Forces are in eV/Å.

Computed properties:
LUMO energy (spin up / spin down)   -0.261 / -0.261 eV
E_tot   -30266.6332 eV
Multiplicity   1
ΔE to the lowest compared entry with this formula, charge and spin   15.8 kcal/mol

Results of the Mulliken charge analysis, in e, for atoms 1 through 4: number 1, C, carries 0.42; number 2, C, carries 0.43; number 3, C, carries 0.19; number 4, C, carries -0.37

***

Entry 3:
C5H6NO as an isolated structure in a non-equilibrium geometry. Source: OMol25; level of theory: ωB97M-V/def2-TZVPD.

The geometry in XYZ format:
```
13
Properties=species:S:1:pos:R:3:forces:R:3
C -2.282897 0.425048 1.083043 -0.351 -0.395 -0.241
C -1.689228 -0.142901 -0.054546 0.583 0.007 -0.817
C -0.428587 -0.145610 0.382782 -1.902 0.786 1.148
C 1.426613 0.035032 -1.341719 -2.338 -1.291 2.052
C 0.999495 -0.274081 0.173404 -0.631 -1.811 -0.379
N -2.232471 0.778110 2.260595 -2.569 0.351 -0.185
O -0.913523 0.481035 2.075673 4.328 -0.844 -1.188
H -2.072018 -0.403047 -1.041992 -0.128 0.162 0.467
H 1.444739 1.079864 -1.397791 0.294 1.367 -0.727
H 0.758214 -0.459854 -2.044443 -0.158 0.324 -0.015
H 2.331548 -0.464921 -1.414019 2.025 -0.366 -0.388
H 1.411786 0.443383 0.853730 0.845 0.234 0.467
H 1.246330 -1.352058 0.465284 0.003 1.475 -0.195
```
Forces are in eV/Å.

Computed properties:
Charge   +1
LUMO energy   -5.988 eV
E_tot   -8804.6913 eV
Multiplicity   1
ΔE to the lowest compared entry with this formula, charge and spin   190.5 kcal/mol

Results of the Mulliken charge analysis, in e, for atoms 1 through 4: number 1, C, carries 0.39; number 2, C, carries -0.25; number 3, C, carries 0.38; number 4, C, carries -1.08